Computed, not measured: 13 unconnected molecules or ions with the total composition C20H35Cl11N8O24 in a non-equilibrium geometry, with wB97M-V/def2-TZVPD.

XYZ file:
```
98
Properties=species:S:1:pos:R:3:forces:R:3:lowdin_charge:R:1
C 20.770 10.413 -4.144 -0.6 1.3 -0.1 -0.07
C 21.802 9.619 -3.484 0.3 -2.5 1.0 -0.20
N 23.095 10.216 -3.326 2.1 1.9 0.4 -0.04
C 23.333 11.545 -3.170 1.1 2.8 0.1 -0.01
C 24.702 11.801 -3.016 -2.3 -1.0 -0.2 0.02
N 25.297 10.566 -3.038 -2.9 -0.6 -0.7 -0.08
C 24.269 9.651 -3.175 2.5 -1.1 -0.6 0.02
C 26.700 10.369 -3.305 1.2 -0.6 0.2 0.01
H 21.053 10.767 -5.135 0.0 -0.1 0.0 0.10
H 20.565 11.279 -3.514 -0.6 0.1 -0.2 0.08
H 19.911 9.746 -4.216 -0.2 0.4 0.0 0.10
H 21.892 8.685 -4.038 0.5 -0.1 0.2 0.14
H 21.538 9.357 -2.460 -0.5 -0.2 -0.1 0.15
H 22.558 12.297 -3.194 0.0 -0.3 0.0 0.13
H 25.254 12.724 -2.926 -0.1 -0.1 0.0 0.14
H 24.423 8.585 -3.259 0.2 0.0 0.1 0.18
H 27.276 10.589 -2.406 0.0 -0.3 -0.1 0.11
H 27.071 11.010 -4.104 -0.5 0.3 0.1 0.11
H 26.878 9.357 -3.666 0.0 -0.1 0.4 0.11
Cl 30.075 3.607 -1.250 -0.3 -1.3 -0.2 0.59
O 29.434 3.267 0.003 0.4 1.0 0.2 -0.38
O 29.104 4.019 -2.206 -1.3 1.2 -0.6 -0.40
O 31.094 4.630 -1.147 -0.1 0.0 0.7 -0.40
O 30.625 2.393 -1.769 1.3 -0.9 -0.2 -0.40
Cl 30.262 15.348 3.455 -2.5 -0.1 3.8 0.58
O 29.825 16.723 3.470 0.7 0.8 -1.4 -0.40
O 29.383 14.709 4.417 -0.4 -0.8 -0.2 -0.42
O 30.117 14.705 2.201 0.3 0.0 -1.7 -0.38
O 31.571 15.215 3.989 1.9 0.3 -0.6 -0.38
Cl 21.236 3.674 1.455 2.0 -0.4 0.2 0.58
O 20.504 2.571 1.912 -2.7 -2.2 0.2 -0.39
O 20.844 4.798 2.268 0.1 1.0 -0.6 -0.40
O 22.605 3.301 1.681 1.0 1.0 -0.1 -0.39
O 21.066 3.892 0.031 -0.6 0.6 0.2 -0.40
C 24.065 11.767 -10.478 -0.3 -1.1 0.7 -2.04
Cl 25.052 10.532 -9.597 -0.4 0.2 -0.5 0.48
Cl 22.411 11.142 -10.765 0.4 -0.2 -0.1 0.49
Cl 23.875 13.108 -9.376 0.3 0.7 -0.1 0.53
Cl 24.834 12.125 -12.003 0.0 0.3 0.1 0.55
C 14.524 16.281 -7.705 1.1 -0.3 0.1 -2.07
Cl 14.746 17.991 -8.072 -0.2 0.1 0.1 0.52
Cl 14.222 16.038 -5.968 0.0 0.1 -0.4 0.52
Cl 13.278 15.572 -8.668 -1.0 0.0 -0.2 0.55
Cl 16.023 15.426 -8.183 0.1 0.1 0.4 0.49
C 14.731 4.364 -2.572 -0.6 0.4 1.9 0.03
N 13.934 4.795 -3.738 0.8 -1.9 -1.8 -0.42
O 12.743 4.492 -3.737 1.0 1.0 -0.2 0.05
O 14.603 5.179 -4.713 -1.6 0.1 1.4 0.04
H 15.245 3.411 -2.702 0.2 0.4 -0.8 0.11
H 14.025 4.159 -1.767 -0.1 0.2 -0.1 0.09
H 15.369 5.188 -2.253 0.2 -0.3 -0.3 0.10
C 34.525 10.530 1.917 0.8 0.9 -0.5 0.07
N 35.646 11.613 1.782 -1.1 0.2 -4.0 -0.40
O 35.446 12.439 0.827 0.4 -1.7 3.0 0.00
O 36.707 11.448 2.318 -0.2 0.3 0.7 0.06
H 35.029 9.566 1.981 0.0 0.2 0.5 0.09
H 34.021 10.562 0.951 -0.2 0.2 0.4 0.09
H 33.872 10.793 2.749 0.2 -0.2 -0.1 0.10
C 13.286 14.675 1.377 -0.6 0.8 0.7 0.03
N 13.961 13.468 0.909 2.2 1.6 -0.1 -0.49
O 13.354 12.466 0.860 -2.1 -2.6 -0.1 0.10
O 15.139 13.562 0.619 0.3 0.5 -0.1 0.06
H 13.023 15.312 0.532 0.1 -0.3 -0.1 0.10
H 13.959 15.233 2.029 0.0 -0.2 -0.1 0.10
H 12.397 14.345 1.914 0.1 0.2 -0.1 0.10
C 31.819 15.740 -4.496 -0.7 0.4 -0.7 0.06
N 31.088 16.003 -5.778 2.3 0.2 0.8 -0.50
O 31.685 16.582 -6.649 0.4 0.6 -0.7 0.05
O 29.994 15.586 -5.849 -3.3 -1.0 -0.5 0.08
H 31.716 16.682 -3.957 0.6 -0.1 0.1 0.11
H 32.815 15.493 -4.865 0.0 0.0 0.9 0.10
H 31.211 14.981 -4.004 0.7 -0.1 0.1 0.10
C 21.691 11.371 3.219 0.3 -0.6 0.2 0.03
N 22.441 12.630 3.530 -0.8 -0.4 0.3 -0.44
O 22.991 12.740 4.618 -0.3 0.2 -1.5 0.08
O 22.286 13.471 2.655 0.9 0.2 0.8 0.04
H 22.023 10.978 2.258 0.0 0.3 0.0 0.09
H 20.647 11.678 3.159 0.1 -0.2 0.1 0.10
H 21.885 10.608 3.973 -0.1 0.3 0.1 0.10
C 20.230 21.178 -4.990 0.9 0.7 -1.0 0.04
N 20.740 19.835 -5.384 -0.4 0.2 2.7 -0.48
O 21.874 19.720 -5.722 1.7 0.1 -1.4 0.08
O 20.033 18.920 -5.050 -1.1 -1.0 -0.5 0.06
H 21.064 21.863 -5.141 -0.2 0.0 -0.2 0.09
H 20.018 21.175 -3.920 -0.6 -0.3 -0.4 0.10
H 19.436 21.386 -5.706 -0.3 0.2 0.7 0.10
C 35.457 9.136 -5.227 -0.7 0.3 0.2 -0.07
C 36.253 10.245 -5.541 -0.5 -0.8 0.4 -0.09
C 35.994 10.952 -6.700 0.2 0.0 -1.5 -0.12
C 35.017 10.526 -7.574 -0.9 -0.9 1.3 -0.09
C 34.172 9.459 -7.159 -0.2 1.5 -2.8 -0.12
C 34.352 8.748 -6.031 2.1 -0.1 1.1 -0.09
H 35.591 8.638 -4.278 0.3 -0.2 0.0 0.10
H 37.082 10.513 -4.903 -0.1 0.1 0.1 0.10
H 36.579 11.765 -7.105 0.5 0.2 0.6 0.10
H 34.905 11.004 -8.536 -0.3 0.0 0.0 0.09
H 33.374 9.208 -7.842 -0.1 -0.3 -0.1 0.09
H 33.825 7.816 -5.889 -0.3 0.2 0.5 0.11
```
Forces are in eV/Å.

Summary:
- E_tot: -8087.54529 Ha
- Charge: -2
- HOMO level: -4.325 eV
- E_LUMO: 1.2840 eV

Computed, not measured: a molecular structure, C20H35F4GeN3OSeTi in a non-equilibrium geometry, with wB97M-V/def2-TZVPD.

XYZ file:
```
66
Properties=species:S:1:pos:R:3:forces:R:3:nbo_charge:R:1
Ti 2.124 -1.729 0.704 0.8 -0.4 2.4 1.18
C -0.381 -4.191 2.006 -0.6 -0.4 -0.8 -0.64
C -0.390 -2.758 2.434 0.9 1.1 -1.0 -0.21
N 1.039 -2.192 2.569 -2.2 -0.1 0.0 -0.48
C 1.898 -3.098 3.315 1.7 0.0 0.3 -0.24
C 1.380 -3.485 4.696 0.2 0.4 0.5 -0.64
C 0.887 -0.870 3.193 0.3 0.8 0.5 -0.23
C 2.142 0.041 3.113 1.1 0.2 -0.7 -0.23
N 2.957 -0.312 1.897 0.8 1.0 0.7 -0.75
C 3.897 0.523 1.314 -1.6 0.7 0.9 0.11
C 4.344 0.252 0.023 -0.8 -2.6 -0.6 0.27
F 3.747 -1.003 -0.465 1.9 1.8 -0.4 -0.36
C 5.326 0.898 -0.719 -0.1 0.8 2.0 0.35
F 5.937 0.313 -1.738 -0.2 -0.1 -0.6 -0.30
C 5.766 2.119 -0.212 -1.1 0.1 1.1 -0.40
C 5.183 2.577 1.041 1.7 -0.4 -2.0 0.35
F 5.603 3.755 1.551 -0.2 -0.3 -0.2 -0.31
C 4.363 1.796 1.788 -0.2 -1.3 -0.8 0.26
F 3.989 2.197 2.985 -0.4 0.5 1.2 -0.30
H 0.175 -4.399 1.065 -0.2 0.4 0.7 0.23
H -1.426 -4.479 1.817 0.3 -0.1 0.1 0.22
H -0.002 -4.786 2.812 0.2 -0.7 0.1 0.20
H -0.899 -2.649 3.406 0.0 0.1 -0.4 0.19
H -0.920 -2.170 1.623 0.7 -0.3 1.2 0.22
H 2.914 -2.586 3.379 -1.2 -0.6 0.1 0.22
H 2.077 -4.021 2.706 -0.2 0.7 0.4 0.21
H 1.073 -2.677 5.367 0.1 0.3 -0.4 0.21
H 2.099 -4.023 5.278 0.8 -0.4 0.1 0.22
H 0.544 -4.140 4.651 -0.9 -0.6 -0.2 0.20
H 0.570 -0.899 4.257 0.3 -0.4 -0.3 0.18
H 0.040 -0.398 2.721 -0.1 0.2 -0.6 0.21
H 2.713 -0.113 4.061 -0.2 0.4 -0.6 0.18
H 1.851 1.112 3.005 -0.1 -0.8 0.6 0.21
H 6.518 2.684 -0.735 0.1 0.1 0.1 0.24
N 1.724 -3.496 -2.862 -0.5 1.5 0.0 -0.80
C 1.574 -2.687 -1.773 1.3 -2.1 1.7 0.67
O 1.884 -3.177 -0.623 -0.5 -0.5 -3.3 -0.69
C 0.945 -1.335 -1.867 -0.9 -0.5 0.0 -0.51
C 0.826 -0.665 -0.461 -1.0 -0.6 -1.5 -0.93
H 1.993 -4.450 -2.755 0.2 -0.3 0.2 0.41
H 1.409 -3.178 -3.774 0.2 -0.2 0.4 0.40
H -0.049 -1.765 -2.196 0.3 1.3 -0.4 0.22
H 1.465 -0.767 -2.665 -0.6 -0.1 0.3 0.23
H -0.169 -0.860 -0.043 -0.2 0.2 -0.3 0.18
H 1.016 0.384 -0.409 0.1 0.8 -0.4 0.22
C -5.985 2.617 -3.512 0.3 -0.2 -2.1 -1.09
Ge -4.010 2.404 -3.296 0.1 -0.4 -0.1 1.59
C -3.001 3.365 -4.729 -0.2 -0.6 0.9 -1.07
C -3.471 0.487 -3.357 0.6 -0.4 1.2 -1.10
C -3.499 3.028 -1.498 -0.1 0.4 -0.9 -1.06
Se -5.082 2.901 -0.411 -0.1 1.9 1.1 0.24
C -5.231 4.946 -0.086 -0.4 -1.9 0.5 -0.74
H -6.061 2.872 -4.620 -0.2 -0.3 1.2 0.22
H -6.523 3.405 -2.966 0.5 -0.5 0.0 0.24
H -6.462 1.619 -3.402 0.1 0.8 0.2 0.24
H -3.120 2.864 -5.687 0.2 -0.1 0.0 0.23
H -1.945 3.407 -4.419 -0.3 0.0 -0.3 0.23
H -3.412 4.356 -4.816 0.0 0.5 -0.1 0.22
H -3.640 0.085 -4.364 0.2 -0.1 0.3 0.23
H -4.031 -0.129 -2.598 0.2 0.6 -0.9 0.23
H -2.384 0.350 -3.013 -1.4 0.4 -0.9 0.24
H -3.198 4.088 -1.613 0.0 -0.6 0.5 0.24
H -2.739 2.398 -1.057 0.4 0.2 0.0 0.24
H -5.346 5.409 -1.077 0.5 0.0 0.6 0.22
H -4.418 5.263 0.613 -0.6 -0.1 -1.1 0.23
H -6.198 4.972 0.430 0.3 0.4 0.0 0.22
```
Forces are in eV/Å.

Summary:
- ⟨S²⟩: 2.01
- 2S+1: 3
- E_tot: -6749.72219 Ha
- HOMO level (spin up / spin down): -4.671 / -7.237 eV
- E_LUMO (spin up / spin down): 0.4114 / 0.3846 eV

Computed, not measured: 2 unconnected molecules or ions with the total composition C20H35FIN2O3 in a non-equilibrium geometry, with wB97M-V/def2-TZVPD.

XYZ file:
```
62
Properties=species:S:1:pos:R:3:forces:R:3:nbo_charge:R:1
C -1.469 4.871 -0.388 0.1 -0.1 -0.3 -0.25
C -0.812 4.495 -1.521 -0.1 0.0 0.6 -0.31
C -0.224 3.146 -1.526 1.5 1.1 0.4 0.35
N 1.028 2.824 -1.207 0.2 -0.4 0.0 0.11
F 1.935 3.733 -0.835 0.0 0.1 0.0 -0.13
C 1.293 1.475 -1.257 -0.3 0.2 -0.1 0.12
C 2.600 0.855 -0.908 0.0 0.1 0.0 -0.45
C 2.773 0.576 0.602 0.2 0.3 -0.2 -0.61
C 0.097 0.952 -1.649 -0.1 -0.5 -0.5 0.19
C -0.234 -0.489 -1.852 -0.6 0.2 0.4 -0.45
C -0.899 -1.048 -0.575 1.0 0.1 0.1 -0.39
C -0.749 -2.565 -0.411 -0.9 -0.2 0.2 -0.40
C -0.495 -2.925 1.063 0.1 0.7 -0.1 -0.40
C 0.992 -2.829 1.435 0.3 -0.1 0.5 -0.42
C 1.532 -4.062 2.166 -0.2 0.5 -0.4 -0.06
O 2.956 -4.106 1.982 -0.1 -0.2 0.2 -0.56
C 3.408 -5.347 1.588 0.1 -0.3 -0.5 0.81
C 3.693 -6.333 2.690 0.1 0.7 0.3 -0.74
O 3.558 -5.595 0.426 0.0 0.1 0.2 -0.54
N -0.820 1.981 -1.819 0.3 0.1 0.3 -0.28
C -2.212 1.831 -2.241 -0.8 0.2 -0.5 -0.24
C -2.540 2.599 -3.524 0.5 -0.6 -0.2 -0.44
C -1.771 2.046 -4.724 0.1 0.5 0.2 -0.53
I -2.471 0.136 -5.348 0.1 0.0 0.0 0.11
H -2.507 5.192 -0.371 0.5 1.7 -0.3 0.23
H -0.955 4.837 0.572 -0.6 -1.7 0.3 0.21
H -0.637 5.148 -2.371 -1.4 -0.5 -0.7 0.26
H 3.383 1.517 -1.280 0.1 0.0 0.1 0.24
H 2.695 -0.064 -1.484 -0.1 0.0 0.0 0.25
H 3.128 -0.439 0.758 0.0 0.0 0.1 0.24
H 3.509 1.262 1.018 0.0 0.0 0.1 0.23
H 1.848 0.724 1.157 -0.1 -0.2 0.0 0.21
H -0.900 -0.606 -2.707 0.2 -0.1 -0.2 0.24
H 0.694 -1.026 -2.043 0.0 0.0 -0.1 0.24
H -0.362 -0.583 0.258 -0.1 0.0 0.1 0.20
H -1.930 -0.706 -0.482 -0.1 -0.1 0.0 0.22
H -1.677 -3.054 -0.715 0.1 0.0 -0.2 0.22
H 0.040 -2.959 -1.054 0.1 0.0 0.0 0.20
H -0.949 -3.880 1.327 0.2 -0.2 -0.1 0.21
H -1.023 -2.168 1.649 -0.2 -0.2 0.1 0.21
H 1.179 -1.974 2.092 -0.1 0.1 -0.1 0.20
H 1.636 -2.672 0.567 -0.2 -0.2 -0.2 0.21
H 1.054 -4.947 1.739 0.1 -0.1 0.1 0.18
H 1.304 -3.978 3.230 0.0 -0.3 0.0 0.18
H 4.639 -6.826 2.490 -0.1 -0.2 -0.1 0.25
H 3.771 -5.805 3.639 -0.1 -0.1 0.1 0.23
H 2.877 -7.051 2.748 0.1 -0.1 -0.1 0.25
H -2.892 2.131 -1.446 0.2 0.0 0.2 0.24
H -2.403 0.781 -2.453 0.2 -0.1 0.3 0.24
H -2.261 3.647 -3.409 -0.3 0.1 0.0 0.22
H -3.608 2.483 -3.704 -0.1 0.3 0.1 0.24
H -1.852 2.709 -5.580 -0.1 -0.1 -0.1 0.24
H -0.712 1.975 -4.478 0.0 -0.2 -0.1 0.21
C -2.318 3.072 3.359 0.0 0.0 -0.1 -0.63
C -2.025 1.585 3.336 0.2 0.2 0.0 -0.06
O -1.720 1.125 2.015 -0.1 0.0 -0.1 -0.73
H -3.154 3.305 2.698 0.0 0.0 0.0 0.21
H -2.565 3.408 4.366 0.0 0.0 0.0 0.23
H -1.451 3.640 3.010 0.0 0.0 0.1 0.19
H -2.893 1.017 3.666 0.0 -0.1 -0.1 0.19
H -1.188 1.351 4.000 -0.1 0.0 0.1 0.16
H -0.945 1.609 1.713 0.0 0.0 0.1 0.45
```
Forces are in eV/Å.

Summary:
- E_tot: -1515.46914 Ha
- Charge: +1
- HOMO level: -12.084 eV
- E_LUMO: -3.9658 eV

Computed, not measured: a molecular structure, C20H35N5O6S2Se2W in a non-equilibrium geometry, with wB97M-V/def2-TZVPD.

XYZ file:
```
71
Properties=species:S:1:pos:R:3:forces:R:3:lowdin_charge:R:1
W -0.370 0.202 -0.526 -0.1 -0.8 0.8 1.40
C 1.568 0.512 7.279 0.1 0.0 0.2 -0.02
C 1.616 0.736 5.809 -0.1 -0.1 -0.3 -0.23
C 1.757 -0.351 4.944 0.0 0.2 -0.1 0.00
C 1.752 -0.166 3.576 0.1 -0.3 -0.1 -0.08
C 1.622 1.112 3.055 0.1 -0.2 -0.7 -0.28
C 1.532 2.215 3.889 0.0 0.2 -0.1 -0.02
C 1.519 2.017 5.262 0.0 0.0 -0.3 0.01
S 1.547 1.249 1.287 0.0 -0.4 0.4 0.69
O 2.501 2.133 0.719 0.4 0.2 0.4 -0.24
O 0.102 1.599 0.932 -0.3 0.5 0.3 -0.58
N 1.386 -0.204 0.645 0.2 0.2 0.1 -0.37
C 2.398 -1.018 -0.003 0.0 -0.1 -0.2 -0.11
C 1.531 -2.004 -0.810 1.8 -0.4 0.9 -0.54
O 1.876 -3.090 -1.178 -0.4 0.6 0.1 0.15
O 0.320 -1.501 -0.999 -0.8 -1.2 -0.1 -0.35
H 1.113 -0.447 7.514 0.0 0.0 0.0 0.09
H 1.018 1.302 7.782 0.0 0.0 0.1 0.09
H 2.580 0.500 7.682 0.1 0.0 0.1 0.10
H 1.886 -1.344 5.343 0.0 -0.1 0.1 0.13
H 1.867 -1.003 2.904 0.0 -0.2 0.1 0.11
H 1.469 3.202 3.458 0.0 0.2 0.1 0.13
H 1.437 2.873 5.916 0.0 0.1 0.0 0.13
H 3.047 -1.571 0.685 -0.2 0.1 0.0 0.14
H 3.039 -0.422 -0.679 -0.2 -0.2 0.1 0.12
N -1.057 -0.927 1.573 -0.2 0.3 0.5 -0.06
C -1.282 -2.395 1.681 -0.1 -0.1 -0.3 -0.20
C -2.491 -2.841 0.864 0.4 0.0 -0.2 -0.16
C -2.254 -2.754 -0.639 0.3 0.0 0.4 -0.22
N -2.270 -1.339 -1.090 -0.4 0.2 -0.4 -0.12
H -0.291 -0.683 2.216 -0.4 -0.1 -0.3 0.06
H -1.889 -0.471 1.972 0.4 0.0 -0.3 0.08
H -1.442 -2.684 2.725 0.2 0.2 -0.1 0.13
H -0.382 -2.898 1.314 -0.1 0.0 0.1 0.12
H -3.369 -2.242 1.125 -0.1 -0.1 0.1 0.12
H -2.705 -3.879 1.120 -0.1 0.0 0.0 0.13
H -3.022 -3.331 -1.167 0.1 0.2 -0.1 0.13
H -1.278 -3.177 -0.890 -0.2 0.0 -0.1 0.11
H -3.221 -0.988 -0.900 0.6 0.2 0.0 0.07
H -2.191 -1.361 -2.128 0.1 0.2 0.6 -0.02
O -0.561 5.725 -0.837 0.2 0.2 0.3 -0.02
C -1.177 5.083 -1.919 -0.2 -0.3 -0.4 -0.22
C -1.067 3.553 -1.675 -0.2 0.0 -0.2 -0.54
C -1.692 2.851 -2.885 0.1 0.0 0.2 -0.18
O -1.732 1.427 -2.667 -0.5 0.6 -1.0 -0.37
C 0.442 3.285 -1.553 0.1 -0.1 0.2 -0.35
Se 1.101 1.426 -1.970 -0.5 0.7 -0.1 0.89
C -1.870 3.296 -0.394 0.4 -0.5 0.4 -0.37
Se -2.463 1.407 0.015 -0.5 0.6 0.1 0.84
H -0.604 6.682 -0.951 0.0 -0.1 0.0 0.12
H -0.687 5.328 -2.871 0.0 0.0 0.0 0.14
H -2.235 5.360 -1.994 0.0 0.0 -0.1 0.14
H -1.100 3.065 -3.781 -0.1 0.1 0.0 0.15
H -2.717 3.212 -3.015 0.1 0.1 -0.1 0.15
H -2.179 1.057 -3.443 0.1 -0.2 0.1 0.07
H 0.811 3.540 -0.559 0.0 -0.1 -0.2 0.07
H 0.988 3.897 -2.278 0.0 -0.2 0.0 0.09
H -2.818 3.836 -0.444 0.0 -0.2 0.0 0.09
H -1.311 3.631 0.480 -0.2 0.0 -0.1 0.07
S -0.616 -0.963 -3.584 0.0 0.5 -1.1 0.73
C 0.218 -2.405 -3.867 -0.6 0.3 0.0 -0.79
N 1.528 -2.532 -4.007 0.0 -0.1 -0.2 0.05
C 1.918 -3.925 -4.160 0.4 -0.4 0.1 -0.11
C 0.562 -4.624 -4.383 0.1 -0.4 -0.2 -0.10
N -0.385 -3.589 -3.991 0.2 -0.2 0.1 0.04
H 2.192 -1.781 -3.913 -0.3 0.0 0.0 0.16
H 2.400 -4.271 -3.240 -0.1 0.0 -0.2 0.11
H 2.603 -4.046 -4.999 -0.1 0.0 0.1 0.13
H 0.445 -5.511 -3.758 0.1 0.1 -0.1 0.13
H 0.405 -4.905 -5.429 0.1 0.0 0.1 0.13
H -1.369 -3.670 -4.185 0.0 0.2 0.1 0.15
```
Forces are in eV/Å.

Summary:
- E_tot: -7174.12971 Ha
- Charge: +2
- HOMO level: -13.447 eV
- E_LUMO: -7.6535 eV